1.
This record from the OMol25 dataset describes a structure of composition C46H58N4O3P4Ti. The level of theory is ωB97M-V with the def2-TZVPD basis set.

Atoms and positions in Å:
Ti (0.61629, 0.56627, -0.77780)
C (-3.14046, 2.09180, -2.10827)
C (-1.94361, 1.20631, -2.23217)
O (-1.02747, 1.34332, -1.31010)
C (-1.76860, 0.33422, -3.26505)
C (-0.59296, -0.42286, -3.44917)
C (-0.43510, -1.18818, -4.72422)
N (0.39545, -0.41321, -2.56464)
N (1.55754, -1.03466, -3.01673)
C (2.57483, -0.46552, -2.47015)
O (2.39587, 0.52663, -1.61151)
C (3.95111, -0.86068, -2.81520)
C (5.02992, -0.06965, -2.43054)
C (6.32159, -0.43766, -2.77559)
C (6.54006, -1.59912, -3.50151)
C (5.46516, -2.39044, -3.89062)
C (4.17458, -2.02317, -3.55399)
H (-2.93503, 3.04976, -2.59422)
H (-3.36605, 2.29656, -1.06240)
H (-4.00336, 1.64669, -2.59912)
H (-2.55077, 0.23955, -4.00322)
H (-1.37972, -1.22653, -5.25895)
H (-0.06968, -2.19363, -4.52788)
H (0.31637, -0.70126, -5.34931)
H (4.85915, 0.83975, -1.87050)
H (7.15687, 0.18409, -2.48287)
H (7.54748, -1.88617, -3.77101)
H (5.63642, -3.29167, -4.46359)
H (3.33096, -2.62568, -3.86329)
C (2.39823, 1.98420, 2.88488)
P (2.51435, 1.59938, 1.10544)
C (4.04149, 0.59744, 1.02720)
C (3.04829, 3.25464, 0.49864)
C (2.94884, 3.39623, -1.01800)
P (1.26422, 2.93971, -1.52077)
C (1.26101, 2.86348, -3.33239)
C (0.27228, 4.41655, -1.16430)
H (3.35944, 2.36406, 3.23625)
H (2.12942, 1.11228, 3.47802)
H (1.63847, 2.74908, 3.04501)
H (4.92184, 1.24147, 1.03775)
H (4.06339, -0.01586, 0.12973)
H (4.08240, -0.04782, 1.90351)
H (4.05982, 3.46273, 0.85286)
H (2.39245, 3.98331, 0.98467)
H (3.64446, 2.73528, -1.53425)
H (3.15714, 4.42024, -1.33543)
H (1.60207, 3.81028, -3.75365)
H (0.24726, 2.66657, -3.68566)
H (1.91527, 2.06162, -3.67045)
H (0.69804, 5.26625, -1.69992)
H (0.25107, 4.63701, -0.09801)
H (-0.75253, 4.26453, -1.50462)
C (-3.33326, -0.46531, 0.79071)
C (-2.83752, -0.15959, 2.20275)
P (-1.36490, 0.95964, 2.20129)
C (-0.74792, 0.70668, 3.91020)
C (-0.36569, 1.77353, 4.72263)
C (0.20630, 1.55156, 5.96615)
C (0.41120, 0.25683, 6.42127)
C (0.02678, -0.81623, 5.62973)
C (-0.54953, -0.59406, 4.38602)
C (-2.19436, 2.58036, 2.29649)
C (-3.03380, 2.92925, 3.35675)
C (-3.69877, 4.14306, 3.35151)
C (-3.54168, 5.02162, 2.28427)
C (-2.71691, 4.68203, 1.22455)
C (-2.04556, 3.46511, 1.23407)
P (-2.08551, -1.52211, -0.06223)
C (-2.97461, -2.05596, -1.56518)
C (-4.22553, -1.57576, -1.93953)
C (-4.81822, -2.00247, -3.12261)
C (-4.17217, -2.92260, -3.93404)
C (-2.93086, -3.42256, -3.55685)
C (-2.33502, -2.98670, -2.38488)
C (-2.24611, -3.04346, 0.94799)
C (-3.44911, -3.74796, 1.00753)
C (-3.56694, -4.87350, 1.80586)
C (-2.48157, -5.31672, 2.55318)
C (-1.27916, -4.63104, 2.49609)
C (-1.16631, -3.50090, 1.69478)
H (-3.48631, 0.45881, 0.22625)
H (-4.29217, -0.98594, 0.83761)
H (-2.58590, -1.09286, 2.70590)
H (-3.61381, 0.32440, 2.79751)
H (-0.52266, 2.79174, 4.38698)
H (0.48452, 2.39357, 6.58609)
H (0.85093, 0.08510, 7.39438)
H (0.15369, -1.82920, 5.99023)
H (-0.85560, -1.45035, 3.79616)
H (-3.16384, 2.25257, 4.19376)
H (-4.34321, 4.40775, 4.17909)
H (-4.06512, 5.96824, 2.28381)
H (-2.59931, 5.36651, 0.39336)
H (-1.41051, 3.18059, 0.40655)
H (-4.75451, -0.86501, -1.31721)
H (-5.79420, -1.62653, -3.40120)
H (-4.63993, -3.26345, -4.84798)
H (-2.43204, -4.15630, -4.17711)
H (-1.36444, -3.37979, -2.09689)
H (-4.29704, -3.42370, 0.41471)
H (-4.50460, -5.41173, 1.84310)
H (-2.57514, -6.19886, 3.17219)
H (-0.43002, -4.97945, 3.07087)
H (-0.22785, -2.96900, 1.65252)
C (2.72279, -3.46989, -0.53386)
N (2.50790, -2.88714, 0.78720)
C (1.81000, -1.77504, 1.00853)
N (1.67496, -1.32395, 2.26779)
O (1.27172, -1.15207, 0.05403)
H (3.75564, -3.33390, -0.85182)
H (2.06331, -2.98191, -1.24521)
H (2.48831, -4.53172, -0.49941)
H (2.91644, -3.35644, 1.57913)
H (1.97711, -1.86476, 3.06120)
H (0.98211, -0.61053, 2.44035)

Calculated values
Energy relative to the best compared isomer or geometry (same formula, charge and spin), kJ/mol: 22.57
Kohn-Sham gap, eV: 6.777
LUMO level, hartree: -0.2125
Total charge: +2
Total energy, eV: -121009.972
HOMO energy, eV: -12.56

Atomic partial charges in e from the Löwdin method, atoms 1 to 99: 0.905 0.018 -0.407 -0.274 -0.001 -0.269 -0.003 -0.036 0.116 -0.414 -0.297 -0.155 -0.031 -0.055 -0.055 -0.055 -0.030 0.102 0.074 0.097 0.133 0.088 0.089 0.102 0.093 0.113 0.115 0.114 0.116 -0.246 0.878 -0.221 -0.384 -0.358 0.873 -0.190 -0.214 0.068 0.029 0.042 0.064 0.020 0.047 0.098 0.082 0.075 0.105 0.069 0.054 0.054 0.069 0.047 0.046 -0.387 -0.370 1.056 -0.391 -0.122 -0.061 -0.062 -0.070 -0.129 -0.382 -0.092 -0.052 -0.058 -0.071 -0.126 1.064 -0.397 -0.103 -0.066 -0.066 -0.074 -0.112 -0.369 -0.072 -0.053 -0.063 -0.074 -0.114 0.063 0.088 0.062 0.092 0.105 0.116 0.114 0.111 0.084 0.116 0.116 0.115 0.108 0.045 0.097 0.112 0.112 0.113



2.
This record from the OMol25 dataset describes a structure of composition C18H24CdN2O4 at a distorted geometry. The level of theory is ωB97M-V with the def2-TZVPD basis set.

Atoms and positions in Å:
C (4.08568, -1.48645, -0.64712)
C (4.47760, -1.90053, -1.94978)
H (4.76122, -0.82079, -0.14196)
H (3.58437, -2.28366, -0.04561)
C (3.48145, -2.13321, -2.94067)
C (2.20322, -1.70992, -2.66693)
H (1.91628, -1.61345, -1.61511)
H (1.46562, -1.74396, -3.47653)
C (5.92466, -2.09215, -2.38370)
H (6.64440, -1.65155, -1.67469)
H (6.15602, -1.64795, -3.37001)
H (6.20118, -3.16248, -2.46805)
C (3.76602, -2.81860, -4.27299)
H (4.18356, -3.82409, -4.15794)
H (4.41638, -2.28585, -4.96963)
H (2.82046, -2.96963, -4.79501)
Cd (-2.07783, 0.30551, 1.76122)
O (-0.08753, 0.13724, 0.61483)
C (0.28319, 0.65013, -0.48460)
O (-2.74878, 1.03862, -0.11077)
C (-2.03452, 1.56276, -1.00295)
O (-2.57751, 2.38081, -1.86619)
N (-0.68123, 1.40265, -1.24569)
C (-1.59879, 2.90706, -2.78780)
C (-0.34974, 2.14960, -2.48171)
H (-1.45712, 3.96843, -2.57831)
H (-1.95748, 2.74126, -3.80669)
H (0.49686, 2.80001, -2.28824)
H (-0.10995, 1.44927, -3.28505)
C (1.62491, 0.54054, -1.02472)
C (2.81718, 0.08279, -0.37807)
H (1.67143, 0.94975, -2.02783)
H (2.64749, -0.04097, 0.73010)
H (3.75456, 0.59295, -0.67750)
O (-1.88995, 1.95171, 3.52103)
C (-2.71986, 1.72357, 4.68622)
C (-3.87353, 0.81650, 4.36535)
C (-4.92546, 0.72764, 5.27473)
C (-5.98771, -0.10840, 4.98183)
C (-5.96565, -0.82823, 3.78604)
C (-4.86848, -0.72312, 2.94390)
N (-3.81718, 0.09735, 3.22902)
H (-1.18962, 2.58990, 3.74987)
H (-2.13189, 1.26101, 5.49792)
H (-3.11248, 2.68401, 5.05302)
H (-4.81536, 1.32618, 6.17616)
H (-6.79493, -0.19722, 5.69511)
H (-6.79327, -1.48660, 3.52472)
H (-4.81791, -1.30844, 2.03077)

Calculated values
Energy relative to the best compared isomer or geometry (same formula, charge and spin), kJ/mol: 129.90
Kohn-Sham gap (spin up / spin down), eV: 6.417 / 6.409
LUMO level (spin up / spin down), hartree: -0.2418 / -0.2420
Total charge: +2
Total energy, eV: -34772.368
HOMO energy (spin up / spin down), eV: -13.00 / -12.99

Listed below, in e, are the Löwdin charges computed for each atom: -0.040 -0.191 0.079 0.142 -0.273 0.132 0.061 0.097 -0.008 0.094 0.100 0.119 -0.039 0.098 0.088 0.078 1.497 -0.125 -0.366 -0.068 -0.457 0.110 0.079 -0.066 -0.089 0.145 0.149 0.139 0.139 -0.111 -0.061 0.080 0.121 0.099 -0.149 -0.154 -0.260 0.012 0.000 -0.021 -0.098 -0.010 0.124 0.148 0.146 0.138 0.130 0.128 0.116



3.
This record from the OMol25 dataset describes an isolated molecule of C13H25N3O2S. The level of theory is ωB97M-V with the def2-TZVPD basis set.

Atoms and positions in Å:
C (-4.36265, -0.72787, -2.51896)
C (-3.71035, -1.07691, -1.42781)
C (-4.12888, -0.68726, -0.04031)
N (-3.05182, -0.01263, 0.65206)
C (-3.00124, 1.31660, 0.77514)
S (-4.24715, 2.34911, 0.44550)
N (-1.88339, 1.87434, 1.34771)
N (-0.67000, 1.21210, 1.50398)
C (0.09654, 0.78106, 0.45924)
O (-0.28460, 0.83569, -0.68375)
C (1.44283, 0.20583, 0.89832)
C (2.44742, 0.30838, -0.25625)
H (1.90676, 0.21050, -1.19940)
H (3.16210, -0.51433, -0.18872)
C (3.22650, 1.62871, -0.26760)
C (2.30224, 2.83198, -0.43250)
H (1.68508, 2.71454, -1.31966)
H (1.64411, 2.94668, 0.42617)
H (2.88575, 3.74447, -0.53359)
C (4.25475, 1.60213, -1.39685)
H (4.84451, 2.51562, -1.39763)
H (4.93181, 0.75799, -1.28452)
H (3.75378, 1.51657, -2.35818)
H (3.76248, 1.72516, 0.68537)
H (1.81531, 0.78888, 1.74786)
C (1.25577, -1.24604, 1.37501)
H (0.76537, -1.24931, 2.35378)
H (2.24197, -1.69552, 1.50177)
C (0.41358, -2.10907, 0.41790)
C (0.89341, -3.55742, 0.40226)
H (1.89865, -3.61769, -0.00420)
H (0.89820, -3.96750, 1.41208)
H (0.23265, -4.16008, -0.21659)
H (0.45674, -1.69515, -0.59316)
O (-0.95845, -2.04224, 0.77057)
H (-1.09839, -2.57446, 1.56363)
H (-0.33974, 1.13569, 2.45712)
H (-1.83078, 2.87914, 1.20997)
H (-2.18678, -0.54264, 0.70042)
H (-4.38959, -1.58296, 0.53634)
H (-4.98666, -0.01256, -0.06915)
H (-2.79883, -1.65778, -1.47921)
H (-4.02868, -1.01790, -3.50069)
H (-5.26036, -0.13384, -2.47347)

Calculated values
Structure (SMILES): C=CCNC(=S)NNC(=O)[C@H](CC(C)C)C[C@@H](C)O
Energy relative to the best compared isomer or geometry (same formula, charge and spin), kJ/mol: 258.75
Kohn-Sham gap, eV: 8.290
LUMO level, hartree: 0.0139
Total charge: 0
Total energy, eV: -33287.010
HOMO energy, eV: -7.91

Listed below, in e, are the Löwdin charges computed for each atom: 0.016 -0.162 -0.224 0.014 -0.875 0.621 -0.013 0.073 -0.479 0.102 -0.232 -0.146 0.123 0.120 -0.427 -0.065 0.088 0.071 0.079 -0.080 0.075 0.074 0.084 0.135 0.144 -0.103 0.123 0.117 -0.416 -0.037 0.083 0.085 0.084 0.146 -0.056 0.110 0.154 0.118 0.088 0.121 0.063 0.093 0.050 0.060



4.
This record from the OMol25 dataset describes an isolated molecule of C3H3NO2S at a distorted geometry. The level of theory is ωB97M-V with the def2-TZVPD basis set.

Atoms and positions in Å:
C (1.07234, 0.86232, 0.15416)
C (-1.37829, 0.72349, 0.15965)
C (1.22247, -0.56223, 0.63625)
N (-0.57310, -0.29660, -2.45614)
O (-2.28653, 0.93408, 0.90811)
O (-0.11864, 1.18561, 0.14507)
S (-1.76397, 0.07847, -1.79299)
H (0.84133, -0.75930, 1.55782)
H (2.17885, -0.86562, 0.79197)
H (0.80554, -1.30022, -0.10389)

Calculated values
Energy relative to the best compared isomer or geometry (same formula, charge and spin), kJ/mol: 736.11
Kohn-Sham gap, eV: 6.993
LUMO level, hartree: -0.0573
Total charge: 0
Total energy, eV: -19573.147
HOMO energy, eV: -8.55

Listed below, in e, are the Löwdin charges computed for each atom: -0.077 -0.559 -0.082 -0.433 0.091 -0.042 0.924 0.047 0.027 0.104



5.
This record from the OMol25 dataset describes an isolated molecule of H3PS2 at a distorted geometry. The level of theory is ωB97M-V with the def2-TZVPD basis set.

Atoms and positions in Å:
P (-0.37432, -0.22734, 0.00019)
S (-2.06160, 0.61462, 0.01061)
S (1.31758, 0.95630, 0.00708)
H (0.05826, -1.05845, 0.89739)
H (0.09983, -1.08108, -0.97423)
H (0.28756, 2.16672, -0.17186)

Calculated values
Structure (SMILES): S=[PH2]S
Energy relative to the best compared isomer or geometry (same formula, charge and spin), kJ/mol: 101.14
Kohn-Sham gap, eV: 9.618
LUMO level, hartree: 0.0014
Total charge: 0
Total energy, eV: -31007.028
HOMO energy, eV: -9.58

Listed below, in e, are the Löwdin charges computed for each atom: -0.179 0.134 0.269 -0.120 -0.074 -0.029



6.
This record from the OMol25 dataset describes an isolated molecule of C3H4N2O at a distorted geometry. The level of theory is ωB97M-V with the def2-TZVPD basis set.

Atoms and positions in Å:
O (0.41691, -0.91813, -1.79007)
C (0.11466, -0.31407, -0.61727)
C (0.80013, -0.11388, 0.53896)
C (-0.10667, 0.65483, 1.32847)
N (-1.26886, 0.82546, 0.74684)
N (-1.13288, 0.24485, -0.48980)
H (1.19929, -0.47709, -2.14518)
H (1.75179, -0.54069, 0.81072)
H (0.07323, 1.07899, 2.30822)
H (-1.84761, -0.44028, -0.69090)

Calculated values
Structure (SMILES): Oc1ccn[nH]1
Energy relative to the best compared isomer or geometry (same formula, charge and spin), kJ/mol: 152.78
Kohn-Sham gap, eV: 9.918
LUMO level, hartree: 0.0233
Total charge: 0
Total energy, eV: -8202.302
HOMO energy, eV: -9.28

Listed below, in e, are the Löwdin charges computed for each atom: 0.072 -0.400 -0.015 -0.170 0.016 0.021 0.119 0.101 0.100 0.155



total energy of number 6 (C3H4N2O)? -8202.302 eV